Record 1
An isolated molecule of C2HBrClF3. Source: OMol25; level of theory: ωB97M-V/def2-TZVPD.

The geometry in XYZ format:
```
8
C2HBrClF3 (ωB97M-V/def2-TZVPD)
C 0.7407 -0.1851 -0.2362
C -0.5990 0.2912 0.3410
F 1.6607 -0.2341 0.7509
F -1.0787 -0.5387 1.2623
F -0.4550 1.4882 0.9219
Cl 0.5377 -1.8021 -0.9444
Br -1.9022 0.4658 -1.0926
H 1.0959 0.5147 -1.0031
```

Its energy above the lowest of the compared OMol25 structures with the same formula, charge and spin is 0.000 eV. The value obtained for the frontier orbital gap is 11.70 eV. Its spin multiplicity is 1. The value obtained for the highest occupied orbital energy is -11.144 eV. The total energy is -3410.61111 a.u.

---

Record 2
A cluster of 2 separate species, C2HBrClFO in total. Source: OMol25; level of theory: ωB97M-V/def2-TZVPD.

The geometry in XYZ format:
```
7
C2HBrClFO (ωB97M-V/def2-TZVPD)
C 0.4596 0.6679 0.2277
C 0.4942 -0.7600 0.0294
O 0.5912 1.1942 1.3104
F 0.6691 -1.5643 1.0614
Cl 0.3457 -1.5171 -1.4495
Br -2.8811 0.7475 -0.4711
H 0.3212 1.2318 -0.7083
```

Its energy above the lowest of the compared OMol25 structures with the same formula, charge and spin is 2.035 eV. The value obtained for the frontier orbital gap (alpha / beta) is 8.93 / 5.44 eV. Its spin multiplicity is 1. The value obtained for the highest occupied orbital energy (alpha / beta) is -10.649 / -9.295 eV. The total energy is -3286.01435 a.u.

---

Record 3
An isolated molecule of C2HBrF2O at a distorted geometry. Source: OMol25; level of theory: ωB97M-V/def2-TZVPD.

The geometry in XYZ format:
```
7
C2HBrF2O (ωB97M-V/def2-TZVPD)
C -0.1376 0.2883 0.7333
C -1.4045 0.7969 -0.0391
O 0.3721 0.9727 1.5595
F -1.2829 1.1482 -1.3508
F -1.9750 1.9733 0.4165
Br -2.8335 -0.5420 0.0618
H 0.2416 -0.6395 0.3329
```

Its energy above the lowest of the compared OMol25 structures with the same formula, charge and spin is 0.604 eV. The value obtained for the frontier orbital gap is 10.86 eV. Its spin multiplicity is 1. The value obtained for the highest occupied orbital energy is -11.242 eV. The total energy is -2925.76095 a.u.

---

Record 4
A cluster of 2 separate species, C2HBrF2S in total at a distorted geometry. Source: OMol25; level of theory: ωB97M-V/def2-TZVPD.

The geometry in XYZ format:
```
7
C2HBrF2S (ωB97M-V/def2-TZVPD)
C -0.3117 -0.0541 0.2969
C -0.1229 -1.5161 0.3228
F 1.0553 -2.1422 0.5409
F -1.0324 -2.3435 0.5739
S -0.2718 -0.6277 -1.3143
Br 0.7431 3.7325 -0.5416
H -0.0597 2.9511 0.1214
```

Its energy above the lowest of the compared OMol25 structures with the same formula, charge and spin is 3.026 eV. The value obtained for the frontier orbital gap is 8.49 eV. Its spin multiplicity is 1. The value obtained for the highest occupied orbital energy is -9.768 eV. The total energy is -3248.60030 a.u.

---

Record 5
A cluster of 2 separate species, C2HBrF2S in total. Source: OMol25; level of theory: ωB97M-V/def2-TZVPD.

The geometry in XYZ format:
```
7
C2HBrF2S (ωB97M-V/def2-TZVPD)
C -0.2884 0.6299 -0.0627
C 0.7298 1.5459 0.4057
F -1.5974 0.8694 0.1590
F 0.7779 2.4114 1.3866
S 0.5519 1.7575 -1.2751
Br 3.5087 -0.1745 0.0199
H -0.0997 -0.4338 -0.1603
```

Its energy above the lowest of the compared OMol25 structures with the same formula, charge and spin is 2.952 eV. The value obtained for the frontier orbital gap (alpha / beta) is 5.55 / 8.79 eV. Its spin multiplicity is 1. The value obtained for the highest occupied orbital energy (alpha / beta) is -8.720 / -10.274 eV. The total energy is -3248.60300 a.u.

---

Record 6
A cluster of 2 separate species, C2HBrO2 in total at a distorted geometry. Source: OMol25; level of theory: ωB97M-V/def2-TZVPD.

The geometry in XYZ format:
```
6
C2HBrO2 (ωB97M-V/def2-TZVPD)
C -1.6469 0.0756 -0.1785
C 1.2137 -0.0123 0.5953
O -2.5065 0.4904 0.4882
O -0.7805 -0.1791 -0.8792
Br 2.5003 -1.1686 0.0074
H 1.2199 0.7938 -0.0331
```

Its energy above the lowest of the compared OMol25 structures with the same formula, charge and spin is 1.146 eV. The value obtained for the frontier orbital gap is 8.22 eV. Its spin multiplicity is 1. The value obtained for the highest occupied orbital energy is -9.076 eV. The total energy is -2801.19396 a.u.